A structure of composition C11H24N2O13 at a distorted geometry. Source: the Open Molecules 2025 dataset; level of theory: ωB97M-V/def2-TZVPD.

Calculated values
**Frontier orbital gap**: 0.2718 Eh
**Largest force on an atom**: 10.28 eV/A
**E_HOMO**: -8.5 eV
**E**: -41379.9450 eV
**Relative energy (zero: lowest compared OMol25 entry of this formula, charge and spin)**: 8.270 eV

```
! RIJCOSX wB97M-V def2-TZVPD def2/J DEFGRID3
* xyz 0 1
C 0.069 3.890 -0.569
O -0.816 4.863 -0.987
C -0.435 6.180 -1.077
O 0.714 6.589 -1.130
O -1.498 6.820 -1.242
C -1.495 8.250 -1.352
H 0.227 3.196 -1.395
H -0.207 3.375 0.351
H 1.070 4.308 -0.459
H -0.710 8.626 -0.696
H -2.512 8.497 -1.046
H -1.287 8.645 -2.346
C 0.335 -1.778 -1.714
O -0.935 -1.121 -2.009
C -2.017 -1.817 -2.511
O -2.083 -3.041 -2.862
O -3.085 -1.027 -2.473
C -4.449 -1.535 -2.499
H 0.876 -2.217 -2.552
H 0.306 -2.578 -0.975
H 1.009 -1.009 -1.335
H -4.509 -2.571 -2.165
H -4.813 -1.387 -3.516
H -4.954 -0.936 -1.741
C 2.630 -6.158 -1.386
O 2.382 -5.483 -0.189
C 2.044 -4.216 -0.217
O 1.977 -3.479 -1.264
O 1.713 -3.807 1.027
C 1.555 -2.422 1.239
H 2.054 -5.680 -2.178
H 2.161 -7.142 -1.390
H 3.681 -6.190 -1.673
H 1.495 -2.223 2.309
H 0.583 -2.191 0.805
H 2.234 -1.609 0.984
C 0.550 -1.133 5.362
N 1.266 -0.542 4.233
O 2.111 0.284 4.531
O 1.099 -0.995 3.089
H 0.484 -0.471 6.225
H 0.807 -2.147 5.667
H -0.484 -1.158 5.020
C 0.531 0.322 1.252
N -0.424 1.141 0.434
O -1.088 0.483 -0.341
O -0.462 2.336 0.675
H 1.536 0.740 1.309
H 0.707 -0.520 0.583
H 0.058 0.040 2.193
*
```